Below is a cluster of 2 separate species, C3H7O3 in total, with properties calculated with wB97M-V/def2-TZVPD.

- total charge = -1
- HOMO-LUMO gap (Eh) = 0.2850
- relative energy (zero: lowest compared OMol25 entry of this formula, charge and spin) (kJ/mol) = 106.9

Last column: Mulliken charge in e.
CARTESIAN COORDINATES (ANGSTROEM)
C  1.293  -0.491  -2.030  -0.258
O  2.541  0.182  -2.300  -0.535
H  3.093  0.107  -1.509  0.283
H  0.616  -0.202  -2.834  0.178
H  0.911  -0.248  -1.044  0.126
H  1.415  -1.580  -2.126  0.222
C  -1.353  -0.023  2.269  -0.753
C  -1.536  0.761  0.924  0.499
O  -0.497  0.845  0.217  -0.719
O  -2.669  1.237  0.714  -0.711
H  -0.688  -0.883  2.119  0.233
H  -2.311  -0.355  2.676  0.256
H  -0.816  0.651  2.925  0.178

Below is the molecule C4H8ClOP in a non-equilibrium geometry, with properties calculated with wB97M-V/def2-TZVPD.

- HOMO-LUMO gap (spin up / spin down) (Eh) = 0.3008 / 0.2892
- relative energy (zero: lowest compared OMol25 entry of this formula, charge and spin) (kJ/mol) = 372.6

Last column: Mulliken charge in e.
CARTESIAN COORDINATES (ANGSTROEM)
C  1.006  -1.008  0.337  -0.343
C  0.101  -0.671  -0.891  -0.923
C  1.117  0.095  1.433  -0.846
C  -1.286  -0.094  -0.512  -0.043
O  -0.821  2.508  -0.653  -0.483
P  -1.370  1.453  0.528  0.251
Cl  -2.202  -1.426  0.367  -0.199
H  0.657  -1.828  0.939  0.303
H  1.923  -1.331  -0.186  0.332
H  0.652  -0.027  -1.641  0.335
H  0.044  -1.565  -1.452  0.414
H  1.022  -0.389  2.471  0.247
H  1.947  0.815  1.279  0.260
H  -1.729  0.001  -1.594  0.365
H  -1.062  3.468  -0.424  0.329

Below is the molecule C4H8O3, with properties calculated with wB97M-V/def2-TZVPD.

- HOMO-LUMO gap (Eh) = 0.3309
- SMILES string = CO/C(O)=C/CO
- relative energy (zero: lowest compared OMol25 entry of this formula, charge and spin) (kJ/mol) = 202.1

Last column: Mulliken charge in e.
CARTESIAN COORDINATES (ANGSTROEM)
C  -2.737  -0.145  -0.213  -0.635
O  -1.666  0.203  0.657  -0.355
C  -0.411  0.000  0.224  0.474
O  -0.310  -0.780  -0.878  -0.556
C  0.655  0.540  0.834  -0.339
C  1.983  0.507  0.155  -0.538
O  2.506  -0.829  0.091  -0.554
H  -2.783  -1.225  -0.386  0.275
H  -3.639  0.193  0.300  0.221
H  -2.650  0.369  -1.177  0.301
H  0.588  -1.160  -0.861  0.402
H  0.531  1.040  1.786  0.361
H  1.881  0.887  -0.876  0.282
H  2.679  1.172  0.678  0.350
H  3.373  -0.774  -0.334  0.310

Below is a structure of composition C24H33N4O5P2PtS2, with properties calculated with wB97M-V/def2-TZVPD.

- total charge = +1
- HOMO-LUMO gap (Eh) = 0.2203
- relative energy (zero: lowest compared OMol25 entry of this formula, charge and spin) (kJ/mol) = 0.0

Last column: Mulliken charge in e.
CARTESIAN COORDINATES (ANGSTROEM)
Pt  -0.034  -0.482  -0.116  4.215
N  -1.755  -0.001  -1.370  -1.001
C  -2.890  -0.961  -1.238  -0.682
C  -2.522  -2.366  -1.660  -0.639
C  -1.303  -2.948  -0.955  -0.069
O  -0.730  -3.908  -1.414  -0.610
O  -0.948  -2.336  0.165  -0.721
H  -2.082  0.921  -1.070  0.134
H  -1.515  0.089  -2.354  0.377
H  -3.726  -0.591  -1.833  0.609
H  -3.203  -0.955  -0.198  0.229
H  -2.394  -2.458  -2.740  0.381
H  -3.361  -3.023  -1.413  0.399
C  2.147  -2.844  -1.426  -1.360
P  1.350  -1.278  -1.782  0.953
C  0.491  -1.527  -3.356  -1.461
C  2.567  -0.011  -2.165  0.460
C  3.635  -0.263  -3.023  -0.987
C  4.471  0.776  -3.395  -0.769
C  4.238  2.064  -2.926  -0.861
C  3.183  2.316  -2.066  -1.052
C  2.347  1.271  -1.675  0.642
P  1.014  1.564  -0.487  0.647
C  1.867  2.353  0.887  -1.340
C  -0.087  2.783  -1.209  -0.928
H  2.779  -3.105  -2.277  0.613
H  1.363  -3.594  -1.304  0.367
H  2.734  -2.783  -0.514  0.397
H  1.238  -1.855  -4.082  0.545
H  0.065  -0.592  -3.722  0.435
H  -0.264  -2.308  -3.275  0.313
H  3.818  -1.261  -3.402  0.409
H  5.304  0.584  -4.058  0.429
H  4.886  2.875  -3.229  0.442
H  3.019  3.324  -1.706  0.379
H  2.277  3.289  0.503  0.537
H  2.674  1.719  1.248  0.442
H  1.178  2.590  1.688  0.186
H  0.461  3.718  -1.345  0.523
H  -0.926  3.022  -0.555  -0.225
H  -0.454  2.460  -2.183  0.505
C  -1.370  -3.143  4.668  -1.401
C  -0.259  -3.302  3.680  0.897
C  0.325  -4.541  3.424  -0.620
C  1.342  -4.591  2.497  -0.352
N  1.765  -3.505  1.841  -0.321
C  1.148  -2.384  2.152  0.203
S  1.737  -0.899  1.346  -0.563
N  0.172  -2.214  3.040  -0.306
H  -1.092  -3.570  5.632  0.422
H  -2.260  -3.673  4.324  0.340
H  -1.611  -2.091  4.805  0.320
H  -0.005  -5.431  3.942  0.445
H  1.842  -5.522  2.258  0.454
N  -1.286  -0.049  1.623  -1.003
C  -1.784  1.301  1.753  -0.131
C  -1.021  2.221  2.450  -1.041
C  -1.230  3.578  2.231  0.055
C  -2.199  3.995  1.335  -0.399
C  -3.111  3.072  0.835  -0.592
C  -2.901  1.716  1.029  -0.756
S  -2.052  5.613  0.533  1.361
O  -2.076  5.176  -0.863  -0.650
O  -3.178  6.402  0.952  -0.669
O  -0.738  6.052  0.973  -0.722
H  -0.719  -0.349  2.424  0.548
H  -2.026  -0.747  1.561  0.430
H  -0.213  1.875  3.087  0.600
H  -0.581  4.324  2.671  0.499
H  -3.930  3.423  0.219  0.419
H  -3.594  0.995  0.612  0.667

Below is a structure of composition C22H18N5O8PdS4 in a non-equilibrium geometry, with properties calculated with wB97M-V/def2-TZVPD.

- total charge = +1
- HOMO-LUMO gap (spin up / spin down) (Eh) = 0.1984 / 0.2085
- relative energy (zero: lowest compared OMol25 entry of this formula, charge and spin) (kJ/mol) = 418.7
- spin multiplicity = 5

Last column: Mulliken spin population.
CARTESIAN COORDINATES (ANGSTROEM)
Pd  2.756  0.337  0.968  1.444
O  2.197  -1.872  0.775  0.090
S  1.082  -1.553  1.705  -0.010
O  0.395  -2.644  2.299  0.016
O  1.560  -0.492  2.616  0.091
C  -0.160  -0.727  0.587  0.018
C  -1.434  -1.535  0.444  0.025
C  -2.381  -1.369  -0.480  -0.008
C  -2.695  -0.180  -1.371  -0.049
C  -2.726  1.156  -0.660  0.047
C  -0.204  0.788  0.135  0.027
S  1.133  2.199  0.118  0.014
O  1.682  2.296  1.478  0.089
O  0.439  3.304  -0.435  0.032
O  2.194  1.605  -0.753  0.122
H  -1.497  -2.399  1.092  0.002
H  -3.140  -2.141  -0.513  -0.005
H  -3.708  -0.331  -1.760  0.020
H  -2.790  1.970  -1.391  0.022
N  6.787  1.158  0.207  0.002
C  5.498  1.415  0.473  0.019
N  4.768  0.324  0.458  0.128
C  5.635  -0.733  0.157  0.018
C  5.405  -2.101  0.019  -0.007
C  6.492  -2.891  -0.287  -0.001
C  7.780  -2.349  -0.451  0.001
C  8.017  -0.999  -0.310  -0.003
C  6.913  -0.210  -0.003  0.006
H  7.519  1.847  0.169  -0.001
H  5.121  2.408  0.664  0.002
H  4.421  -2.524  0.160  -0.003
H  6.355  -3.958  -0.398  0.000
H  8.604  -3.008  -0.688  0.000
H  9.006  -0.580  -0.431  0.000
N  -7.651  -0.804  0.285  0.167
C  -6.497  -0.069  0.314  0.370
C  -6.326  1.055  -0.533  -0.085
C  -5.178  1.770  -0.556  0.302
C  -3.988  1.382  0.255  -0.048
C  -4.279  0.286  1.231  0.268
C  -5.450  -0.388  1.218  -0.091
S  -3.307  2.828  1.182  0.041
O  -3.341  3.977  0.326  0.010
O  -3.764  2.856  2.529  0.005
N  -1.698  2.262  1.188  0.017
C  -1.557  1.444  0.233  -0.012
S  -1.898  0.021  -3.035  0.321
C  -0.305  -0.471  -3.032  0.185
C  0.436  -0.795  -1.908  0.098
N  0.175  -0.285  -0.718  0.266
H  -8.445  -0.482  -0.237  -0.006
H  -7.828  -1.493  0.994  -0.007
H  -7.158  1.375  -1.151  -0.005
H  -5.095  2.662  -1.166  0.011
H  -3.543  0.063  1.992  0.005
H  -5.617  -1.166  1.955  -0.006
H  0.093  -0.673  -4.021  0.003
H  1.199  -1.567  -1.938  0.041

Below is a structure of composition C17H31F11N8O9P2S3 in a non-equilibrium geometry, with properties calculated with wB97M-V/def2-TZVPD.

- HOMO-LUMO gap (Eh) = 0.3304

Last column: Mulliken charge in e.
CARTESIAN COORDINATES (ANGSTROEM)
C  -1.860  2.153  3.996  -1.147
C  -2.392  2.839  2.726  -0.639
P  -2.599  1.676  1.327  -0.394
C  -3.686  0.320  1.981  0.118
C  -4.841  0.886  2.822  -1.527
N  -0.960  1.055  1.140  0.397
C  -0.599  -0.059  0.546  0.181
N  0.730  -0.376  0.552  -0.322
C  1.263  -1.187  -0.564  -0.044
C  2.670  -0.635  -0.821  -1.134
O  3.422  -0.797  0.393  -0.287
C  4.315  -1.849  0.383  0.688
C  3.879  -3.029  1.200  -1.002
O  5.376  -1.801  -0.195  -0.541
C  0.273  -1.356  -1.734  0.837
P  -0.139  0.189  -2.796  -0.118
N  1.206  1.169  -2.484  -0.207
O  -1.296  0.953  -1.876  -0.402
S  0.684  -2.729  -2.887  1.657
O  0.063  -3.951  -2.469  -0.670
O  0.323  -2.355  -4.224  -0.680
C  2.499  -3.111  -3.009  0.402
F  2.499  -4.320  -3.617  -0.272
F  3.108  -3.288  -1.821  -0.154
C  3.315  -2.146  -3.954  0.638
F  3.437  -2.673  -5.182  -0.281
F  2.726  -0.937  -4.039  -0.160
F  4.541  -1.983  -3.425  -0.220
C  -1.089  -1.811  -1.087  -2.459
C  -2.245  -1.972  -2.056  -1.572
C  -3.327  -2.948  -1.507  0.264
N  -4.264  -3.084  -2.647  -0.710
N  -2.736  -4.218  -1.139  -0.387
N  -4.135  -2.453  -0.427  -0.574
N  -1.499  -0.879  0.000  0.306
H  -0.941  1.624  3.754  0.179
H  -2.561  1.420  4.376  0.316
H  -1.640  2.865  4.784  0.403
H  -3.365  3.252  2.964  0.547
H  -1.752  3.665  2.437  0.629
H  -4.143  -0.139  1.111  -0.131
H  -3.133  -0.460  2.503  0.505
H  -4.654  0.807  3.883  0.313
H  -5.716  0.281  2.605  0.442
H  -5.090  1.898  2.529  0.362
H  -0.214  1.651  1.522  0.305
H  1.219  0.518  0.554  0.303
H  1.440  -2.188  -0.162  0.462
H  2.658  0.432  -0.980  0.456
H  3.185  -1.068  -1.665  0.409
H  4.653  -3.781  1.241  0.365
H  3.582  -2.700  2.190  0.352
H  2.990  -3.482  0.768  0.236
H  0.903  1.953  -1.918  0.132
H  1.674  1.470  -3.324  0.272
H  -1.153  1.905  -1.888  0.325
H  -0.882  -2.769  -0.617  1.284
H  -2.773  -1.047  -2.265  0.515
H  -1.940  -2.385  -3.010  0.858
H  -3.774  -3.485  -3.438  0.336
H  -4.941  -3.779  -2.355  0.279
H  -3.248  -4.654  -0.385  0.222
H  -2.688  -4.850  -1.919  0.253
H  -3.636  -2.460  0.450  0.262
H  -4.517  -1.546  -0.642  0.333
H  -2.347  -0.400  -0.279  0.336
C  2.898  5.698  -0.386  0.532
F  2.490  6.214  -1.539  -0.207
F  3.987  4.965  -0.616  -0.224
F  3.233  6.692  0.428  -0.210
S  1.559  4.680  0.342  1.092
O  1.321  3.605  -0.583  -0.705
O  0.468  5.580  0.557  -0.668
N  2.328  4.193  1.642  -0.584
S  1.550  3.201  2.592  1.195
O  1.333  1.869  2.046  -0.835
O  0.442  3.752  3.315  -0.667
C  2.883  2.974  3.831  0.465
F  3.196  4.129  4.401  -0.200
F  3.980  2.476  3.265  -0.213
F  2.478  2.130  4.775  -0.213

Number 1: calculated total energy -344.26950 hartree. Number 2: calculated total energy -1033.89296 hartree. Number 3: calculated total energy -382.88783 hartree. Number 4: calculated total energy -3127.84431 hartree. Number 5: calculated total energy -3445.02018 hartree. Number 6: calculated total energy -4757.38925 hartree.